An isolated molecule of C2H3FO2. Source: OMol25; level of theory: the ωB97M-V functional and the def2-TZVPD basis.

Each line ends with the Löwdin charge.
CARTESIAN COORDINATES (ANGSTROEM)
C  0.399  -0.079  0.324  -0.511
C  -0.824  -0.133  -0.445  -0.193
H  1.939  0.752  0.768  0.138
H  -0.674  0.369  -1.352  0.123
H  -1.617  0.324  0.066  0.134
O  1.176  1.054  0.215  0.093
O  0.640  -0.902  1.135  0.156
F  -1.040  -1.386  -0.711  0.060

Computed properties:
Relative energy (zero: lowest compared OMol25 entry of this formula, charge and spin) (kJ/mol): 35.8
Calculated total energy (eV): -8934.6245
SMILES string: O=C(O)CF